[1]
Computed, not measured: an isolated ion of composition C3H5N3 and charge +2, with ωB97M-V/def2-TZVPD.

Values from the calculation:
charge: +2
highest occupied orbital energy (alpha / beta): -22.5 / -22.6 eV
E_LUMO (alpha / beta): -14.80 / -15.38 eV

Positions of all 11 atoms, in Å:
C1 1.14345 0.65901 -0.06213
C2 -0.07248 0.95225 -1.70072
C3 0.16397 -0.82563 1.61825
N1 1.12100 1.19485 -1.20314
N2 0.39976 0.04624 0.64500
N3 -0.81531 0.04683 -1.22748
H1 -0.40209 1.60863 -2.58423
H2 0.92314 -0.76675 2.38880
H3 -0.90068 -0.64012 2.21084
H4 0.14252 -1.93380 1.33330
H5 -1.70328 -0.34151 -1.41847


[2]
Computed, not measured: one molecule with the formula C3H5N3O, with ωB97M-V/def2-TZVPD.

Values from the calculation:
highest occupied orbital energy: -10.1 eV
E_LUMO: 0.21 eV

Positions of all 12 atoms, in Å:
H1 -2.78911 -0.17090 -0.95940
N1 -2.38135 -0.56013 0.01432
C1 -1.21143 -0.35638 0.33982
N2 -0.10636 0.35941 -0.23497
C2 0.03469 -0.17017 -1.51252
O1 1.11470 -0.03386 -2.18814
C3 1.16749 0.54326 0.53999
N3 1.15584 0.66179 1.78177
H2 2.24759 0.67411 2.23927
H3 -0.74275 -0.40063 1.41732
H4 -0.64554 -1.25681 -1.66151
H5 2.15623 0.71030 0.22406


[3]
Computed, not measured: C3H5N3O as an isolated structure, with ωB97M-V/def2-TZVPD.

Values from the calculation:
highest occupied orbital energy: -10.4 eV
E_LUMO: 0.29 eV

Positions of all 12 atoms, in Å:
C1 1.10011 0.76899 0.52179
N1 -0.02035 0.00873 0.63287
C2 -1.10348 0.18038 -0.26408
N2 -1.96196 -0.88397 -0.29082
C3 2.21232 0.15924 -1.06662
O1 -1.25644 1.20683 -0.88178
N3 2.64534 -0.47569 -0.16956
H1 0.04721 -0.84524 1.16665
H2 -1.64573 -1.81297 -0.06441
H3 -2.70331 -0.81824 -0.96971
H4 0.95235 1.69964 -0.00587
H5 1.73395 0.81230 1.39156


[4]
Computed, not measured: one molecule with the formula C3H5N3O, with ωB97M-V/def2-TZVPD.

Values from the calculation:
highest occupied orbital energy: -7.9 eV
E_LUMO: 0.73 eV

Positions of all 12 atoms, in Å:
N1 2.11844 -0.06962 -0.06902
C1 0.72436 -0.00428 -0.04854
C2 -0.07227 1.06519 0.11013
N2 -1.39470 0.59646 0.17232
C3 -1.44583 -0.73612 -0.16962
O1 -2.40300 -1.43085 -0.40895
N3 -0.07990 -1.19575 -0.04634
H1 2.48805 -0.88804 -0.53272
H2 2.54731 0.76962 -0.44399
H3 0.16978 2.10112 0.28769
H4 -2.21762 1.15999 0.25867
H5 -0.48961 -1.31366 0.95843


[5]
Computed, not measured: one molecule with the formula C3H5N3O, with ωB97M-V/def2-TZVPD.

Values from the calculation:
highest occupied orbital energy: -10.1 eV
E_LUMO: 0.78 eV

Positions of all 12 atoms, in Å:
O1 -2.10816 1.09852 -0.15654
C1 -1.71293 -0.22598 0.16545
C2 -0.19662 -0.29275 0.14432
N1 0.67321 -1.04222 0.88362
C3 1.84957 -0.59299 0.48927
N2 1.69053 0.37178 -0.43005
N3 0.38984 0.57404 -0.66004
H1 -1.47741 1.35441 -0.84747
H2 -2.21965 -0.75239 -0.64463
H3 -2.09022 -0.50091 1.16257
H4 2.82941 -0.91721 0.81861
H5 2.37243 0.92569 -0.92510


[6]
Computed, not measured: C3H5N3O as an isolated structure, with ωB97M-V/def2-TZVPD.

Values from the calculation:
highest occupied orbital energy: -8.2 eV
E_LUMO: 0.88 eV

Positions of all 12 atoms, in Å:
N1 -0.00029 0.06457 -2.10968
C1 -0.08273 0.00965 -0.73720
C2 -1.17748 0.32066 0.07863
N2 -0.72309 0.10518 1.47370
C3 0.56267 -0.20682 1.27103
O1 1.37884 -0.38807 2.31742
N3 0.99049 -0.30733 0.01223
H1 -0.85717 -0.11281 -2.61228
H2 0.79767 -0.42882 -2.48415
H3 -2.23779 0.32865 -0.13505
H4 -0.90034 1.20945 0.97751
H5 2.24923 -0.59431 1.94783


[7]
Computed, not measured: one molecule with the formula C3H5N3O, with ωB97M-V/def2-TZVPD.

Values from the calculation:
highest occupied orbital energy: -9.2 eV
E_LUMO: 0.50 eV

Positions of all 12 atoms, in Å:
N1 -0.88673 -0.88646 1.51867
C1 -0.57593 -0.32130 0.23460
C2 0.21047 -1.15755 -0.75416
N2 0.99364 -0.24024 -1.29886
C3 1.02514 1.07027 -0.68260
O1 1.72493 1.98987 -1.03281
N3 0.11210 0.95652 0.30868
H1 -1.78359 -0.53590 1.84390
H2 -0.95995 -1.89528 1.42785
H3 -1.47097 -0.20915 -0.41588
H4 1.59129 -0.40842 -2.09883
H5 -0.01734 1.66399 1.01323


[8]
Computed, not measured: C3H5N3O as an isolated structure, with ωB97M-V/def2-TZVPD.

Values from the calculation:
highest occupied orbital energy: -8.9 eV
E_LUMO: -0.12 eV

Positions of all 12 atoms, in Å:
N1 -0.62293 1.92673 -0.05887
C1 -1.30438 0.89750 -0.32845
C2 -1.02607 -0.32185 -0.87109
N2 -0.27863 -1.28432 -0.29416
C3 0.89674 -1.02581 0.49612
O1 1.44461 -2.00981 0.97284
N3 1.25149 0.28635 0.56228
H1 0.58445 1.33882 0.21621
H2 -1.05160 2.68480 0.45990
H3 -1.54540 -0.55257 -1.79258
H4 -0.39925 -2.25571 -0.55574
H5 2.05096 0.31587 1.19354


[9]
Computed, not measured: one molecule with the formula C3H5N3O, with ωB97M-V/def2-TZVPD.

Values from the calculation:
highest occupied orbital energy: -9.9 eV
E_LUMO: -0.26 eV

Positions of all 12 atoms, in Å:
H1 -3.32086 1.02376 -0.03170
N1 -3.37863 -0.06841 -0.16427
C1 -2.20631 -0.52723 0.01002
N2 -0.96898 0.19656 0.43453
C2 0.23053 -0.36450 0.20084
N3 1.26264 0.71057 -0.08653
C3 2.57982 0.24918 -0.01514
O1 2.90597 -0.92775 -0.01522
H2 -2.18438 -1.56045 -0.28544
H3 0.64441 -1.36609 0.14224
H4 0.95128 1.60801 -0.11589
H5 3.48452 1.02637 -0.07342


[10]
Computed, not measured: one molecule with the formula C3H5N3O, with ωB97M-V/def2-TZVPD.

Values from the calculation:
highest occupied orbital energy: -9.6 eV
E_LUMO: 0.42 eV

Positions of all 12 atoms, in Å:
C1 0.93660 -1.30251 0.57281
C2 0.68367 -0.03939 0.06919
N1 1.05675 1.00917 0.72119
N2 0.32708 2.12802 0.22007
C3 -0.56070 1.63627 -0.68591
N3 -0.57515 0.25901 -0.60969
O1 -1.43591 -0.71435 -1.06753
H1 0.27341 -1.58804 1.51335
H2 1.06609 -2.14221 -0.07223
H3 1.90608 -1.13488 0.78928
H4 -1.50779 2.32897 -0.99877
H5 -2.17013 -0.44007 -0.45175


[11]
Computed, not measured: one molecule with the formula C3H5N3O, with ωB97M-V/def2-TZVPD.

Values from the calculation:
highest occupied orbital energy: -9.8 eV
E_LUMO: 0.79 eV

Positions of all 12 atoms, in Å:
O1 2.50367 -0.03016 0.42049
C1 1.28934 0.58732 0.72890
C2 0.09650 -0.25925 0.48375
N1 -1.09906 0.21062 0.92930
C3 -1.88738 -0.04820 -0.08553
N2 -1.21859 -0.71500 -1.04665
N3 0.06879 -0.87270 -0.67846
H1 2.34409 -0.62796 -0.32715
H2 0.95509 1.38958 0.01584
H3 1.30182 0.94407 1.76273
H4 -2.91804 0.25475 -0.18139
H5 -1.43622 -0.83307 -2.02184


[12]
Computed, not measured: one molecule with the formula C3H5N3O, with ωB97M-V/def2-TZVPD.

Values from the calculation:
highest occupied orbital energy: -9.6 eV
E_LUMO: 0.40 eV

Positions of all 12 atoms, in Å:
C1 0.99545 -1.00857 0.85250
N1 -0.29044 -0.52273 0.39175
C2 -0.67088 0.90259 0.29838
C3 0.29512 1.97322 -0.15407
N2 1.12564 2.78151 -0.22115
N3 -0.89120 -1.11850 -0.62897
O1 -0.61742 -2.23988 -0.87443
H1 0.76409 -2.17918 1.24260
H2 1.98219 -0.75860 0.16088
H3 1.03895 -0.54231 1.88848
H4 -1.36449 0.97827 -0.36609
H5 -0.80747 1.23545 1.29731


[13]
Computed, not measured: one molecule with the formula C3H5N3O, with ωB97M-V/def2-TZVPD.

Values from the calculation:
highest occupied orbital energy: -10.1 eV
E_LUMO: 0.91 eV

Positions of all 12 atoms, in Å:
O1 -2.16622 1.06326 -0.26366
C1 -1.65712 -0.16962 0.18406
C2 -0.16917 -0.23236 0.07727
N1 0.66962 -1.09437 0.74318
C3 1.85212 -0.66572 0.39297
N2 1.75072 0.37694 -0.50020
N3 0.42671 0.63674 -0.68362
H1 -1.72638 1.28876 -1.09583
H2 -2.05911 -1.01746 -0.38209
H3 -1.94750 -0.27580 1.23242
H4 2.77109 -1.15785 0.70648
H5 2.25525 1.24747 -0.41099


[14]
Computed, not measured: one molecule with the formula C3H5N3O, with ωB97M-V/def2-TZVPD.

Values from the calculation:
highest occupied orbital energy: -10.7 eV
E_LUMO: 0.45 eV

Positions of all 12 atoms, in Å:
N1 1.86991 1.35047 -2.68722
C1 1.58787 0.76717 -1.74741
C2 1.25598 0.01940 -0.56035
C3 -0.21179 0.20778 -0.15296
O1 -1.00516 0.92868 -0.70601
N2 -0.54116 -0.53831 0.92924
N3 -1.83297 -0.52787 1.48418
H1 1.44527 -1.04152 -0.74752
H2 1.89900 0.35597 0.25831
H3 0.11404 -1.14211 1.40277
H4 -2.50682 -0.80502 0.76980
H5 -2.07415 0.42534 1.75716


[15]
Computed, not measured: one molecule with the formula C3H5N3O, with ωB97M-V/def2-TZVPD.

Values from the calculation:
highest occupied orbital energy: -9.7 eV
E_LUMO: 0.59 eV

Positions of all 12 atoms, in Å:
O1 2.21612 -0.47976 -0.32379
C1 1.20930 0.41673 0.32440
C2 -0.20020 0.06845 -0.03390
C3 -0.86737 -1.12330 0.09017
N1 -2.15611 -0.98973 -0.05764
N2 -2.38561 0.30401 -0.14495
N3 -1.16096 0.99626 -0.11097
H1 1.81683 -0.78461 -1.15213
H2 1.46990 0.22221 1.40052
H3 1.47026 1.45924 0.04584
H4 -0.32845 -2.07649 0.43175
H5 -1.08372 1.98700 -0.46931


[16]
Computed, not measured: an isolated ion of composition C3H5N3O2PS and charge -1, with ωB97M-V/def2-TZVPD.

Values from the calculation:
charge: -1
highest occupied orbital energy: -4.1 eV
E_LUMO: 3.71 eV

Positions of all 15 atoms, in Å:
C1 -1.79382 -0.05837 -0.55461
O1 -1.20350 -0.76783 -1.62633
P1 0.28673 -0.10566 -1.91840
O2 1.00351 -1.05728 -2.77995
S1 0.12507 1.99922 -2.32731
C2 1.29055 -0.23390 -0.33167
C3 2.61417 0.24618 -0.44955
N1 3.16657 0.26273 0.73313
N2 2.18617 -0.21894 1.56176
N3 1.05484 -0.43295 0.94303
H1 -2.71104 -0.40541 -0.17613
H2 -1.99568 1.03308 -0.76013
H3 -1.03195 -0.03945 0.31008
H4 3.05684 0.43122 -1.44894
H5 2.10370 -0.27558 2.57307


[17]
Computed, not measured: one molecule with the formula C3H5N3O2S, with ωB97M-V/def2-TZVPD.

Values from the calculation:
highest occupied orbital energy (alpha / beta): -8.3 / -8.3 eV
E_LUMO (alpha / beta): -0.40 / -0.40 eV

Positions of all 14 atoms, in Å:
C1 -1.17975 -1.50628 -0.13905
C2 -2.53971 -1.34633 0.37248
C3 1.45172 0.82598 -0.23074
N1 -0.44528 -0.47790 -0.18466
N2 0.67474 -0.28398 -0.77731
N3 -2.71338 -0.22063 0.97523
O1 1.76107 1.89888 -1.12173
O2 2.65687 0.47330 0.47876
S1 -1.58970 0.85794 0.88594
H1 -0.79199 -2.40926 -0.44990
H2 -3.30295 -1.98475 0.19440
H3 0.63464 1.25500 0.47656
H4 2.65223 1.71778 -1.57746
H5 2.73149 1.20024 1.09749


[18]
Computed, not measured: one molecule with the formula C3H5N3O3, with ωB97M-V/def2-TZVPD.

Values from the calculation:
highest occupied orbital energy: -9.5 eV
E_LUMO: 0.22 eV

Positions of all 14 atoms, in Å:
N1 1.92656 0.99288 -0.07635
C1 3.10875 -0.06110 -0.21291
O1 3.96801 0.31132 -1.05022
O2 3.61700 0.10497 1.24698
C2 2.46248 -1.41556 -0.46815
C3 3.13646 -2.63344 -0.78948
N2 2.23653 -3.53439 -1.04107
O3 1.03954 -2.91467 -0.94827
N3 1.18927 -1.61016 -0.64479
H1 2.41049 1.58227 0.75980
H2 1.61674 1.28592 -1.00321
H3 1.08100 0.71887 0.42559
H4 3.12100 -0.47103 1.84017
H5 4.19934 -2.83526 -0.88632


[19]
Computed, not measured: one molecule with the formula C3H5N3OS, with ωB97M-V/def2-TZVPD.

Values from the calculation:
highest occupied orbital energy: -9.1 eV
E_LUMO: -0.16 eV

Positions of all 13 atoms, in Å:
H1 0.52420 -1.37086 -2.27920
N1 0.10828 -0.50809 -1.98570
C1 0.07752 -0.34386 -0.71197
N2 0.70843 -1.15783 0.15231
N3 0.52540 -1.31089 1.55418
C2 0.52620 -0.22254 2.24142
O1 -0.41678 0.77606 -0.20722
C3 -1.06023 1.58765 -1.07155
S1 -1.31536 3.16457 -0.83541
H2 0.73517 -2.11417 -0.14948
H3 0.37380 -0.25904 3.37820
H4 0.45850 0.78940 1.87239
H5 -1.24514 0.96959 -1.95796


[20]
Computed, not measured: one molecule with the formula C3H5N3OS, with ωB97M-V/def2-TZVPD.

Values from the calculation:
<S²>: 2.0132
highest occupied orbital energy (alpha / beta): -6.7 / -9.1 eV
multiplicity: 3
E_LUMO (alpha / beta): 0.45 / -2.11 eV

Positions of all 13 atoms, in Å:
C1 -0.20037 0.64214 -1.69443
C2 -1.13672 0.42622 -2.77406
C3 1.04118 -0.84782 -0.18253
N1 0.21623 -0.18359 -0.83924
N2 -0.01877 -0.85984 2.03921
N3 0.99711 -1.34315 0.98988
O1 -3.06282 -0.17182 -4.35394
S1 -2.45060 -0.56698 -3.04937
H1 0.25288 1.63518 -1.78121
H2 -1.33229 1.23393 -3.34910
H3 -0.75916 -1.55452 1.92484
H4 -0.30208 0.04490 1.59923
H5 1.42889 -2.23357 1.16032


F_max
In order: 5.3 6.8 0.4 2.6 1.4 0.4 0.6 2.5 7.4 6.3 1.3 6.7 0.9 0.6 5.0 3.5 4.4 3.4 3.4 7.1
Unit: eV/A